[1]
{
  "formula": "C25H21ClNOPSYb",
  "method": "the ωB97M-V functional and the def2-TZVPD basis",
  "symbols": ["Yb", "Cl", "C", "C", "C", "C", "C", "C", "P", "C", "C", "C", "C", "C", "C", "C", "C", "C", "C", "C", "C", "H", "H", "H", "H", "H", "H", "H", "H", "H", "H", "H", "H", "H", "H", "S", "C", "N", "C", "C", "C", "C", "C", "C", "H", "H", "H", "H", "H", "O", "H", "H"],
  "coordinates": [[0.7476, -2.4149, -0.7623], [1.7359, -1.7582, 1.5200], [2.3115, -0.0634, 1.8975], [3.6403, -0.0848, 2.4029], [4.2734, 1.1668, 2.6255], [3.6627, 2.3444, 2.2366], [2.3505, 2.3429, 1.7224], [1.6112, 1.1277, 1.6197], [-0.0435, 0.9646, 0.8223], [-0.4288, 2.6704, 0.2993], [-0.4204, 3.6335, 1.3369], [-0.5294, 4.9800, 1.0355], [-0.6397, 5.4181, -0.2212], [-0.7747, 4.5114, -1.2654], [-0.6099, 3.1730, -1.0130], [0.4145, 0.2081, -0.7760], [1.7049, 0.3695, -1.3381], [2.0352, -0.3671, -2.4827], [1.1450, -1.1617, -3.2345], [-0.2009, -1.1311, -2.7675], [-0.5485, -0.4055, -1.5505], [4.0879, -1.0035, 2.6827], [5.2898, 1.2050, 2.9928], [4.1636, 3.3007, 2.0140], [1.9049, 3.2581, 1.3864], [-0.2926, 3.3507, 2.3564], [-0.3518, 5.6714, 1.8932], [-0.6510, 6.5018, -0.4543], [-0.9685, 4.8327, -2.2634], [-0.7045, 2.4459, -1.8055], [2.4397, 1.0828, -0.8728], [3.0181, -0.2582, -2.8565], [1.5188, -1.8228, -4.0455], [-0.9578, -1.7614, -3.1672], [-1.5712, -0.5240, -1.2169], [-3.5700, -4.3897, -1.5934], [-1.8990, -4.2342, -1.3743], [-1.4145, -3.5760, -0.3399], [-2.4681, -3.1843, 0.4777], [-2.4379, -2.4678, 1.6833], [-3.5702, -1.7905, 2.1278], [-4.7774, -2.0800, 1.5239], [-4.9034, -2.8527, 0.3328], [-3.7792, -3.4099, -0.1886], [-1.2295, -4.7127, -2.0993], [-1.4393, -2.3897, 2.1250], [-3.6113, -0.9683, 2.8384], [-5.6934, -1.7074, 1.9999], [-5.8858, -2.8295, -0.1905], [2.4046, -3.6664, -1.8558], [3.1376, -4.2053, -1.5201], [2.7743, -3.3388, -2.6976]],
  "atomic_forces_ev_per_a": [[-0.11, -1.64, -0.01], [0.11, 1.22, 1.36], [1.88, -0.08, 0.61], [-1.82, 2.15, -0.07], [-0.09, -0.89, -0.40], [-1.23, 0.76, -1.79], [0.16, -1.60, 0.74], [0.27, -0.46, -0.45], [0.67, 1.89, -0.78], [0.52, -0.10, 0.68], [-0.50, 0.50, -0.28], [1.30, -0.30, 4.07], [-0.49, 2.31, -2.09], [0.32, -1.32, -0.25], [-0.84, -0.94, -0.32], [0.24, 1.01, -0.54], [0.23, -0.12, 0.15], [-0.18, 0.53, -0.12], [-1.28, 0.10, 1.40], [1.01, 1.00, 0.97], [-0.15, -1.42, -2.00], [0.50, -0.65, 0.04], [0.02, -0.19, 0.08], [0.23, -0.61, 1.07], [-0.01, 0.23, -0.08], [-0.02, -0.25, 0.63], [-0.51, -0.42, -0.92], [-0.08, -0.78, 0.27], [0.04, 0.25, -0.52], [0.07, 0.12, -0.30], [-0.66, -1.14, -0.47], [1.03, 0.06, -0.27], [-0.59, 0.80, 0.40], [-0.60, -0.16, -0.72], [-0.14, 0.13, 0.17], [0.24, 0.42, 0.15], [1.07, -0.46, -0.59], [0.00, -0.60, 0.03], [-2.97, 0.41, -0.83], [1.41, 0.48, -1.01], [-0.09, -0.45, -0.28], [-1.25, -0.44, -1.03], [-1.55, 1.32, 1.15], [2.46, 0.12, 1.20], [-0.25, 0.19, 0.22], [-0.37, 0.36, 0.22], [0.54, -0.69, 0.50], [0.39, 0.14, -0.54], [0.83, -0.55, 0.58], [0.73, 0.22, -0.51], [-0.20, -0.26, 0.22], [-0.28, -0.21, 0.25]],
  "nbo_charge": [1.39, 0.03, 0.02, -0.19, -0.12, -0.17, -0.16, -0.40, 1.13, -0.26, -0.14, -0.17, -0.06, -0.14, -0.20, -0.33, -0.20, -0.20, -0.20, -0.25, -0.29, 0.26, 0.27, 0.27, 0.24, 0.24, 0.26, 0.27, 0.26, 0.23, 0.28, 0.26, 0.28, 0.27, 0.28, 0.59, -0.13, -0.60, 0.12, -0.23, -0.20, -0.16, -0.19, -0.25, 0.23, 0.21, 0.25, 0.25, 0.26, -0.96, 0.54, 0.52],
  "de_lowest_kj_mol": 80.9,
  "homo_lumo_gap_ev": [6.80, 3.58],
  "multiplicity": 2,
  "lumo_ha": [-0.351, -0.468],
  "total_charge": 3,
  "s2": 0.767,
  "fmax_ev_per_a": 4.3
}



[2]
{
  "formula": "C23H30F4N5ReS",
  "method": "the ωB97M-V functional and the def2-TZVPD basis",
  "symbols": ["Re", "C", "C", "C", "C", "C", "C", "C", "H", "H", "H", "H", "H", "H", "H", "H", "C", "C", "N", "C", "C", "C", "C", "N", "C", "C", "F", "C", "F", "C", "C", "F", "C", "F", "H", "H", "H", "H", "H", "H", "H", "H", "H", "H", "H", "H", "H", "H", "H", "C", "C", "C", "N", "N", "C", "N", "S", "H", "H", "H", "H", "H", "H", "H"],
  "coordinates": [[-0.0060, -0.0748, 0.1260], [0.4315, 2.2169, 2.5471], [0.4250, 0.7094, 2.5778], [-0.6690, -0.0053, 3.1461], [-0.5307, -1.3091, 3.5831], [0.7017, -1.9567, 3.5036], [1.7903, -1.2982, 2.9425], [1.6557, -0.0038, 2.4549], [0.2475, 2.6390, 1.5564], [1.4015, 2.5861, 2.8772], [-0.3223, 2.6149, 3.2221], [-1.5940, 0.5194, 3.3411], [-1.3591, -1.8058, 4.0647], [0.8172, -2.9515, 3.9062], [2.7619, -1.7689, 2.9406], [2.5373, 0.5324, 2.1254], [0.2091, -1.1183, -4.2608], [0.0884, -1.1240, -2.7402], [-0.1163, 0.2111, -2.1052], [-1.3139, 0.8669, -2.6712], [-2.5616, -0.0059, -2.6118], [1.0680, 1.0874, -2.2797], [2.2768, 0.4659, -1.5584], [1.8010, -0.3777, -0.4714], [2.6266, -1.4339, -0.1369], [2.0358, -2.6257, 0.3363], [0.6683, -2.6073, 0.4481], [2.7627, -3.7809, 0.5786], [2.1271, -4.8573, 0.9906], [4.1445, -3.7816, 0.3988], [4.7723, -2.6054, 0.0084], [6.0732, -2.5550, -0.1219], [4.0331, -1.4476, -0.2619], [4.6586, -0.3220, -0.5794], [0.4500, -2.1329, -4.5718], [1.0118, -0.4781, -4.6121], [-0.7141, -0.8352, -4.7548], [1.0025, -1.5673, -2.3456], [-0.7460, -1.7648, -2.4458], [-1.1149, 1.1348, -3.7147], [-1.4754, 1.8017, -2.1295], [-2.5738, -0.7491, -3.4011], [-3.4449, 0.6137, -2.7369], [-2.6343, -0.5315, -1.6610], [0.8262, 2.0743, -1.8701], [1.3063, 1.2156, -3.3408], [2.9126, 1.2721, -1.1665], [2.8942, -0.1090, -2.2586], [4.7214, -4.6793, 0.5760], [-2.6663, 4.5632, 1.1575], [-3.3900, 3.6271, 0.1807], [-3.1051, 2.2044, 0.4486], [-1.9883, 1.5965, 0.2351], [-1.9804, 0.2761, 0.5200], [-3.1631, -0.1570, 0.9991], [-3.3997, -1.4047, 1.3735], [-4.3323, 1.1222, 1.1005], [-2.8712, 5.5920, 0.8741], [-1.5902, 4.4160, 1.1313], [-3.0149, 4.4154, 2.1768], [-3.0707, 3.8700, -0.8361], [-4.4661, 3.7999, 0.2449], [-2.7134, -2.1337, 1.2439], [-4.3120, -1.6849, 1.7066]],
  "atomic_forces_ev_per_a": [[-0.38, 0.09, 0.40], [0.02, 0.21, -0.30], [0.21, -0.65, -0.03], [0.39, 0.04, -0.13], [0.04, -0.09, -0.04], [0.12, 0.25, -0.17], [-0.16, -0.20, 0.05], [-0.52, 0.25, 0.12], [-0.02, 0.03, 0.01], [-0.02, 0.01, 0.02], [-0.07, 0.02, 0.00], [-0.08, 0.10, -0.06], [-0.11, -0.03, 0.05], [0.02, -0.09, 0.07], [0.10, -0.03, 0.01], [-0.01, 0.06, -0.06], [-0.08, 0.01, 0.18], [0.13, -0.65, -0.61], [0.25, -0.53, 1.04], [-0.87, 0.42, -0.15], [0.19, 0.04, 0.02], [0.37, 0.13, 0.21], [0.37, 0.72, -0.94], [0.63, 0.29, 0.17], [0.27, -1.10, 0.29], [0.28, 0.07, -0.18], [-0.07, 0.75, -0.14], [-0.25, 0.50, -0.09], [-0.03, -0.10, -0.01], [-0.24, 0.33, 0.01], [-0.48, 0.28, -0.09], [0.08, 0.01, 0.00], [-0.02, 0.02, 0.01], [0.06, -0.24, -0.02], [-0.01, -0.04, -0.04], [0.11, 0.07, -0.10], [-0.07, 0.04, -0.09], [-0.10, 0.05, 0.13], [0.10, 0.10, 0.07], [0.18, -0.04, 0.15], [0.16, -0.14, -0.06], [-0.05, -0.09, -0.11], [-0.07, 0.06, -0.03], [-0.10, -0.01, -0.02], [-0.06, -0.12, -0.06], [-0.10, 0.06, 0.16], [-0.11, -0.21, -0.02], [-0.15, 0.02, 0.21], [0.04, -0.06, 0.05], [-0.07, 0.01, 0.06], [0.03, 0.62, 0.06], [0.05, -0.45, 0.02], [0.93, 0.41, -0.30], [-1.68, -0.91, 0.56], [0.17, 0.02, 0.10], [-0.02, 0.01, -0.04], [0.68, -0.20, -0.28], [-0.02, 0.04, 0.03], [0.11, -0.04, -0.05], [-0.03, 0.01, 0.08], [-0.10, -0.15, -0.03], [0.05, -0.03, -0.11], [-0.02, 0.04, 0.01], [0.04, -0.02, -0.03]],
  "nbo_charge": [1.56, -0.64, -0.13, -0.18, -0.16, -0.15, -0.22, -0.18, 0.22, 0.26, 0.26, 0.24, 0.25, 0.26, 0.25, 0.25, -0.64, -0.24, -0.43, -0.25, -0.63, -0.25, -0.28, -0.44, -0.04, 0.32, -0.29, 0.36, -0.25, -0.23, 0.36, -0.24, 0.40, -0.27, 0.27, 0.22, 0.23, 0.20, 0.23, 0.24, 0.23, 0.24, 0.26, 0.19, 0.24, 0.27, 0.28, 0.25, 0.30, -0.59, -0.48, 0.16, -0.29, -0.50, 0.29, -0.73, 0.54, 0.26, 0.21, 0.23, 0.26, 0.26, 0.43, 0.45],
  "homo_lumo_gap_ev": [5.79, 6.48],
  "multiplicity": 2,
  "lumo_ha": [-0.450, -0.428],
  "total_charge": 3,
  "s2": 1.032,
  "fmax_ev_per_a": 2.0
}



[3]
{
  "formula": "C7H22NO7PSi2",
  "method": "the ωB97M-V functional and the def2-TZVPD basis",
  "symbols": ["C", "Si", "O", "Si", "P", "N", "H", "H", "H", "H", "H", "H", "H", "H", "H", "H", "C", "O", "C", "O", "O", "C", "H", "H", "H", "H", "H", "H", "C", "O", "C", "O", "O", "C", "H", "H", "H", "H", "H", "H"],
  "coordinates": [[-0.5369, 1.6819, -0.3741], [-0.9820, 3.4537, -0.6766], [-1.9282, 4.0475, 0.5451], [-3.5048, 3.7055, 0.8061], [-4.3679, 1.8521, -0.1669], [-5.9316, 1.8260, 0.0017], [-0.5530, 1.4228, 0.6883], [0.4906, 1.5351, -0.7352], [-1.1676, 0.9738, -0.9205], [0.2224, 4.3002, -0.7475], [-1.7179, 3.5804, -1.9567], [-4.3789, 4.7943, 0.3376], [-3.7222, 3.4742, 2.2457], [-3.9095, 1.7425, -1.4913], [-3.6981, 0.7444, 0.3917], [-6.3019, 2.6529, 0.4532], [1.0621, -2.1685, -1.7607], [1.5719, -0.8816, -2.1289], [2.6895, -0.9129, -2.8493], [3.2745, -1.9022, -3.2029], [3.0507, 0.3421, -3.1118], [4.2482, 0.4592, -3.8883], [0.1635, -1.9707, -1.1850], [0.8259, -2.7554, -2.6457], [1.7830, -2.7028, -1.1459], [4.1251, -0.0253, -4.8546], [5.0885, 0.0094, -3.3636], [4.4064, 1.5250, -4.0153], [2.4102, -4.1466, 2.3975], [1.4082, -3.2117, 1.9793], [0.8081, -2.5646, 2.9755], [1.0377, -2.7041, 4.1469], [-0.0934, -1.7358, 2.4500], [-0.8215, -0.9715, 3.4180], [2.7995, -4.5808, 1.4823], [3.2019, -3.6380, 2.9433], [1.9726, -4.9177, 3.0278], [-0.1456, -0.3468, 3.9983], [-1.3712, -1.6285, 4.0884], [-1.5082, -0.3574, 2.8439]],
  "atomic_forces_ev_per_a": [[0.28, -0.26, -0.10], [0.32, 0.15, -0.24], [-0.10, -0.12, -0.12], [-0.11, 0.14, 0.35], [-0.38, 0.14, 0.14], [0.08, -0.04, 0.03], [0.02, 0.04, -0.07], [-0.18, -0.11, 0.07], [0.00, 0.10, 0.10], [0.00, 0.02, 0.07], [-0.05, 0.02, 0.00], [-0.03, 0.00, -0.07], [-0.02, -0.02, 0.01], [0.18, -0.03, -0.14], [0.14, -0.07, -0.02], [-0.10, 0.00, -0.02], [-0.07, -0.03, 0.09], [-0.07, 0.06, 0.03], [-0.01, -0.01, 0.01], [0.03, -0.05, -0.02], [0.01, 0.05, -0.01], [0.01, 0.04, -0.01], [0.00, 0.01, 0.01], [0.03, 0.00, -0.02], [0.02, -0.01, -0.01], [0.00, -0.02, 0.00], [0.00, -0.02, 0.00], [0.01, 0.01, 0.00], [0.01, -0.01, -0.03], [0.03, -0.02, -0.09], [-0.02, 0.00, -0.02], [0.02, 0.00, 0.06], [-0.03, 0.04, -0.02], [-0.02, 0.02, -0.02], [0.01, -0.01, 0.00], [0.00, 0.01, 0.02], [-0.01, 0.00, 0.02], [0.01, 0.00, 0.01], [0.00, -0.01, 0.01], [-0.01, 0.01, 0.00]],
  "nbo_charge": [-1.16, 1.45, -1.23, 1.14, 0.86, -1.29, 0.25, 0.27, 0.25, -0.20, -0.22, -0.18, -0.18, -0.06, -0.07, 0.37, -0.25, -0.50, 0.98, -0.64, -0.50, -0.26, 0.20, 0.19, 0.20, 0.19, 0.19, 0.20, -0.26, -0.50, 0.98, -0.64, -0.50, -0.26, 0.20, 0.19, 0.19, 0.19, 0.20, 0.19],
  "homo_lumo_gap_ev": 9.35,
  "lumo_ha": 0.017,
  "fmax_ev_per_a": 0.4
}